[1]
{
  "formula": "C48H122N6O16",
  "method": "the ωB97M-V functional and the def2-TZVPD basis",
  "elements": ["C", "O", "C", "C", "N", "C", "C", "O", "C", "H", "H", "H", "H", "H", "H", "H", "H", "H", "H", "H", "H", "H", "H", "H", "C", "O", "C", "C", "N", "C", "C", "O", "C", "H", "H", "H", "H", "H", "H", "H", "H", "H", "H", "H", "H", "H", "H", "H", "C", "O", "C", "C", "N", "C", "C", "O", "C", "H", "H", "H", "H", "H", "H", "H", "H", "H", "H", "H", "H", "H", "H", "H", "C", "O", "C", "C", "N", "C", "C", "O", "C", "H", "H", "H", "H", "H", "H", "H", "H", "H", "H", "H", "H", "H", "H", "H", "C", "O", "C", "C", "N", "C", "C", "O", "C", "H", "H", "H", "H", "H", "H", "H", "H", "H", "H", "H", "H", "H", "H", "H", "C", "O", "C", "C", "N", "C", "C", "O", "C", "H", "H", "H", "H", "H", "H", "H", "H", "H", "H", "H", "H", "H", "H", "H", "C", "C", "C", "O", "H", "H", "H", "H", "H", "H", "H", "H", "C", "C", "C", "O", "H", "H", "H", "H", "H", "H", "H", "H", "C", "C", "C", "O", "H", "H", "H", "H", "H", "H", "H", "H", "C", "C", "C", "O", "H", "H", "H", "H", "H", "H", "H", "H"],
  "positions_angstrom": [[-2.33, 1.22, 3.89], [-2.17, -0.07, 3.53], [-3.24, -0.51, 2.70], [-3.08, -2.03, 2.53], [-4.33, -2.56, 1.95], [-4.24, -3.97, 1.65], [-5.54, -4.56, 1.26], [-5.45, -5.91, 0.76], [-5.10, -6.88, 1.70], [-1.46, 1.55, 4.47], [-3.27, 1.36, 4.45], [-2.51, 1.89, 3.03], [-3.22, -0.08, 1.68], [-4.20, -0.29, 3.17], [-2.88, -2.38, 3.53], [-2.14, -2.24, 1.96], [-4.52, -2.01, 1.14], [-3.83, -4.46, 2.55], [-3.52, -4.31, 0.89], [-5.98, -3.94, 0.50], [-6.27, -4.63, 2.08], [-4.03, -6.77, 1.98], [-5.32, -7.85, 1.30], [-5.65, -6.77, 2.66], [-0.54, 4.27, 1.21], [0.54, 5.00, 1.68], [0.47, 6.38, 1.32], [1.38, 7.16, 2.17], [2.77, 6.85, 2.08], [3.49, 7.22, 0.88], [4.93, 6.73, 0.90], [4.91, 5.31, 1.11], [6.16, 4.67, 1.04], [-0.44, 3.99, 0.16], [-1.50, 4.80, 1.36], [-0.63, 3.35, 1.79], [-0.57, 6.65, 1.42], [0.64, 6.48, 0.26], [1.06, 6.98, 3.18], [1.23, 8.25, 1.95], [3.07, 5.92, 2.32], [3.63, 8.31, 0.86], [3.08, 6.92, -0.08], [5.53, 7.08, 1.74], [5.36, 6.95, -0.07], [6.17, 3.85, 1.77], [6.95, 5.37, 1.34], [6.34, 4.22, 0.06], [4.48, -0.33, -6.92], [4.01, 0.84, -6.41], [4.31, 1.09, -5.05], [4.04, 2.65, -4.85], [4.30, 3.02, -3.41], [3.14, 2.72, -2.64], [3.55, 2.83, -1.16], [2.54, 2.46, -0.31], [2.93, 2.31, 1.01], [5.57, -0.45, -6.71], [4.39, -0.33, -8.01], [3.93, -1.16, -6.41], [5.39, 1.00, -4.87], [3.73, 0.51, -4.33], [2.98, 2.83, -5.07], [4.67, 3.18, -5.57], [4.47, 4.02, -3.36], [2.80, 1.71, -2.87], [2.24, 3.29, -2.87], [3.90, 3.80, -0.84], [4.46, 2.21, -1.05], [3.48, 1.39, 1.17], [2.00, 2.23, 1.57], [3.38, 3.22, 1.39], [8.53, -3.96, -3.44], [7.12, -3.82, -3.21], [6.60, -2.57, -3.60], [5.12, -2.68, -3.47], [4.60, -2.81, -2.17], [4.79, -1.76, -1.22], [4.04, -2.08, 0.05], [4.54, -3.32, 0.57], [3.72, -3.87, 1.60], [9.09, -3.40, -2.67], [8.84, -3.71, -4.45], [8.72, -5.03, -3.29], [6.90, -2.29, -4.62], [6.98, -1.79, -2.95], [4.83, -3.60, -3.98], [4.63, -1.83, -4.03], [4.70, -3.71, -1.73], [4.36, -0.82, -1.62], [5.84, -1.60, -0.94], [2.98, -2.27, -0.15], [4.06, -1.23, 0.70], [4.13, -4.82, 1.94], [2.69, -4.08, 1.27], [3.72, -3.19, 2.43], [-6.32, -0.55, -4.58], [-5.43, -1.00, -3.62], [-4.94, 0.12, -2.85], [-4.34, -0.39, -1.60], [-5.33, -1.07, -0.77], [-6.15, -0.10, -0.03], [-7.16, -0.80, 0.83], [-8.12, -1.41, -0.01], [-9.21, -1.87, 0.74], [-6.69, -1.44, -5.07], [-5.81, 0.08, -5.31], [-7.18, 0.03, -4.17], [-5.73, 0.75, -2.50], [-4.28, 0.75, -3.45], [-3.89, 0.48, -1.10], [-3.56, -1.07, -1.92], [-5.89, -1.66, -1.41], [-6.69, 0.64, -0.69], [-5.46, 0.47, 0.59], [-7.68, -0.12, 1.52], [-6.61, -1.58, 1.35], [-9.74, -1.09, 1.36], [-8.84, -2.70, 1.38], [-9.99, -2.30, 0.08], [0.83, -1.47, 3.83], [0.93, -1.22, 5.17], [1.96, -0.29, 5.37], [2.10, -0.06, 6.84], [2.46, -1.29, 7.48], [2.37, -1.15, 8.94], [2.82, -2.46, 9.56], [1.86, -3.50, 9.40], [2.33, -4.70, 9.88], [0.67, -0.56, 3.21], [-0.03, -2.13, 3.70], [1.76, -1.92, 3.46], [1.65, 0.66, 4.87], [2.91, -0.64, 4.97], [1.12, 0.32, 7.20], [2.89, 0.64, 7.09], [1.85, -2.04, 7.20], [1.33, -0.94, 9.21], [3.03, -0.35, 9.26], [3.09, -2.34, 10.61], [3.72, -2.78, 8.99], [1.69, -5.54, 9.59], [2.26, -4.68, 10.97], [3.35, -4.85, 9.46], [-4.01, 4.28, -2.46], [-3.03, 3.65, -1.55], [-3.64, 3.29, -0.20], [-2.47, 2.44, -2.25], [-4.35, 5.20, -2.01], [-4.83, 3.60, -2.62], [-3.55, 4.51, -3.42], [-2.26, 4.42, -1.37], [-2.89, 2.82, 0.43], [-4.49, 2.62, -0.38], [-4.08, 4.14, 0.32], [-1.59, 2.33, -1.86], [-4.10, -3.99, -2.35], [-2.64, -4.46, -2.27], [-1.67, -3.29, -2.20], [-2.56, -5.30, -1.11], [-4.75, -4.90, -2.24], [-4.38, -3.49, -3.29], [-4.28, -3.35, -1.50], [-2.38, -5.06, -3.17], [-0.67, -3.72, -2.23], [-1.86, -2.67, -1.31], [-1.83, -2.66, -3.08], [-3.40, -5.83, -1.01], [0.06, 1.63, -4.99], [-1.32, 1.31, -5.58], [-1.85, -0.01, -5.08], [-2.33, 2.36, -5.32], [0.01, 1.75, -3.90], [0.49, 2.49, -5.47], [0.76, 0.81, -5.18], [-1.17, 1.26, -6.65], [-2.83, -0.12, -5.53], [-1.90, 0.04, -3.99], [-1.19, -0.87, -5.28], [-2.35, 2.51, -4.34], [1.19, -0.49, -1.64], [-0.09, 0.16, -1.16], [-0.43, -0.16, 0.26], [-0.03, 1.59, -1.40], [1.44, -0.27, -2.69], [1.16, -1.57, -1.46], [2.00, -0.15, -0.99], [-0.95, -0.20, -1.75], [-1.40, 0.31, 0.46], [0.37, 0.21, 0.94], [-0.55, -1.24, 0.49], [0.74, 1.93, -0.95]],
  "e_above_lowest_ev": 0.0000,
  "multiplicity": 1,
  "e_homo_ev": -8.3882
}

---

[2]
{
  "formula": "C37H57BrCl54O3S",
  "method": "the ωB97M-V functional and the def2-TZVPD basis",
  "elements": ["C", "C", "C", "C", "C", "C", "C", "C", "C", "C", "C", "C", "C", "C", "C", "C", "O", "S", "O", "O", "C", "Br", "C", "C", "H", "H", "H", "H", "H", "H", "H", "H", "H", "H", "H", "H", "H", "H", "H", "H", "H", "H", "H", "H", "H", "H", "H", "H", "H", "H", "H", "H", "H", "H", "H", "H", "H", "H", "H", "H", "H", "H", "H", "C", "Cl", "Cl", "Cl", "H", "C", "Cl", "Cl", "Cl", "H", "C", "Cl", "Cl", "Cl", "H", "C", "Cl", "Cl", "Cl", "H", "C", "Cl", "Cl", "Cl", "H", "C", "Cl", "Cl", "Cl", "H", "C", "Cl", "Cl", "Cl", "H", "C", "Cl", "Cl", "Cl", "H", "C", "Cl", "Cl", "Cl", "H", "C", "Cl", "Cl", "Cl", "H", "C", "Cl", "Cl", "Cl", "H", "C", "Cl", "Cl", "Cl", "H", "C", "Cl", "Cl", "Cl", "H", "C", "Cl", "Cl", "Cl", "H", "C", "Cl", "Cl", "Cl", "H", "C", "Cl", "Cl", "Cl", "H", "C", "Cl", "Cl", "Cl", "H", "C", "Cl", "Cl", "Cl", "H"],
  "positions_angstrom": [[5.10, 2.08, 1.73], [6.03, 2.20, 0.52], [6.03, 0.90, -0.32], [4.94, 1.03, -1.42], [3.97, -0.16, -1.59], [4.53, -1.54, -1.24], [3.47, -2.63, -1.51], [2.34, -2.60, -0.47], [0.94, -2.89, -1.06], [-0.01, -3.62, -0.09], [-1.13, -2.72, 0.47], [-2.55, -3.04, -0.03], [-3.51, -3.46, 1.09], [-4.98, -3.32, 0.68], [-5.48, -1.88, 0.78], [-6.74, -1.71, -0.04], [-7.51, -0.58, 0.47], [-9.07, -0.88, 0.61], [-9.35, -0.96, 2.03], [-9.55, 0.63, 0.17], [-10.92, 0.64, -0.21], [-11.11, -0.02, -2.05], [-11.46, 2.05, 0.04], [-12.22, 2.75, -1.09], [4.06, 2.21, 1.41], [5.22, 1.11, 2.22], [5.30, 2.89, 2.44], [7.04, 2.40, 0.90], [5.72, 3.05, -0.08], [5.84, 0.09, 0.38], [7.00, 0.83, -0.81], [4.33, 1.90, -1.15], [5.41, 1.29, -2.37], [3.04, 0.04, -1.05], [3.68, -0.20, -2.64], [4.71, -1.58, -0.16], [5.43, -1.76, -1.81], [3.06, -2.46, -2.51], [3.96, -3.60, -1.45], [2.54, -3.33, 0.31], [2.31, -1.62, 0.02], [1.07, -3.42, -2.00], [0.47, -1.93, -1.30], [-0.50, -4.42, -0.65], [0.53, -4.12, 0.72], [-1.14, -2.83, 1.56], [-0.90, -1.67, 0.28], [-2.53, -3.76, -0.85], [-2.96, -2.11, -0.45], [-3.29, -2.88, 1.98], [-3.33, -4.52, 1.33], [-5.58, -3.94, 1.36], [-5.13, -3.74, -0.32], [-4.69, -1.22, 0.42], [-5.67, -1.65, 1.83], [-7.36, -2.61, 0.01], [-6.48, -1.48, -1.08], [-11.46, -0.07, 0.41], [-12.14, 1.97, 0.88], [-10.63, 2.70, 0.34], [-12.98, 2.13, -1.55], [-12.72, 3.60, -0.63], [-11.55, 3.17, -1.84], [-7.23, -3.96, 4.78], [-8.19, -3.21, 3.51], [-7.46, -5.71, 4.82], [-5.52, -3.56, 4.58], [-7.56, -3.56, 5.73], [-10.49, 6.59, -0.56], [-9.48, 6.15, 0.82], [-9.82, 5.91, -2.04], [-12.15, 6.03, -0.30], [-10.51, 7.66, -0.65], [6.68, 6.35, -1.88], [8.12, 5.34, -1.73], [5.23, 5.35, -1.99], [6.57, 7.47, -0.52], [6.76, 6.92, -2.79], [-0.69, -9.71, 1.29], [0.33, -8.34, 1.71], [-2.34, -9.49, 1.88], [-0.66, -9.95, -0.45], [-0.28, -10.60, 1.76], [1.22, 4.60, 1.49], [1.87, 4.69, 3.12], [2.53, 4.53, 0.30], [0.14, 3.22, 1.31], [0.65, 5.51, 1.31], [1.43, -5.91, -5.29], [2.50, -4.79, -4.45], [-0.26, -5.48, -5.04], [1.80, -6.00, -7.01], [1.59, -6.89, -4.85], [9.77, -0.34, 0.80], [9.28, 1.25, 0.22], [8.76, -0.84, 2.15], [9.71, -1.53, -0.51], [10.79, -0.28, 1.15], [-12.41, 1.10, -5.92], [-11.61, -0.47, -5.84], [-14.16, 0.92, -5.72], [-11.75, 2.20, -4.72], [-12.23, 1.52, -6.90], [11.94, 5.64, -1.21], [12.67, 6.71, -0.01], [13.14, 5.15, -2.40], [11.20, 4.24, -0.45], [11.16, 6.20, -1.72], [10.83, 5.50, 3.08], [10.88, 6.17, 4.71], [10.95, 3.74, 3.14], [9.36, 5.99, 2.24], [11.68, 5.88, 2.52], [1.94, -10.32, -4.60], [1.06, -9.48, -3.32], [2.79, -9.14, -5.59], [3.07, -11.49, -3.92], [1.23, -10.86, -5.21], [-10.53, 1.24, -10.45], [-9.15, 2.27, -10.06], [-11.07, 0.36, -9.01], [-11.84, 2.18, -11.15], [-10.21, 0.51, -11.18], [-10.94, 4.13, 3.65], [-10.29, 2.50, 3.44], [-12.68, 4.08, 3.96], [-10.10, 4.98, 4.95], [-10.78, 4.68, 2.74], [12.60, 5.43, 8.22], [14.33, 5.19, 7.97], [11.87, 4.02, 8.98], [12.29, 6.89, 9.17], [12.14, 5.57, 7.25], [4.21, -6.21, 1.95], [4.90, -4.69, 1.41], [2.45, -6.09, 2.10], [4.65, -7.53, 0.86], [4.61, -6.44, 2.93], [7.61, 3.44, 5.75], [9.22, 3.35, 6.45], [7.24, 5.08, 5.22], [7.45, 2.30, 4.41], [6.90, 3.16, 6.51], [-1.02, 8.22, 2.62], [0.62, 7.88, 3.17], [-1.21, 9.92, 2.19], [-1.48, 7.18, 1.27], [-1.69, 8.01, 3.45], [6.80, -5.42, -2.32], [7.39, -3.91, -1.62], [6.89, -6.72, -1.14], [5.15, -5.25, -2.93], [7.44, -5.68, -3.15]],
  "multiplicity": 1,
  "e_homo_ev": -9.8393
}

---

[3]
{
  "formula": "C3H16NO3",
  "method": "the ωB97M-V functional and the def2-TZVPD basis",
  "elements": ["C", "C", "C", "N", "H", "H", "H", "H", "H", "H", "H", "H", "H", "H", "H", "H", "O", "H", "H", "O", "H", "H", "O"],
  "positions_angstrom": [[-0.14, 1.17, -1.79], [0.20, -0.01, -2.66], [1.18, 0.40, -3.68], [0.54, 0.98, -0.49], [0.33, 2.09, -2.41], [-1.22, 1.53, -1.68], [-0.61, -0.64, -2.99], [0.54, -0.94, -2.06], [0.56, 1.15, -4.51], [2.13, 0.90, -3.52], [1.79, -0.46, -4.22], [0.47, 1.81, 0.10], [0.31, 0.10, 0.06], [1.50, 0.86, -0.60], [-0.23, -1.34, 2.49], [1.30, -1.04, 2.73], [0.53, -0.86, 2.17], [0.88, -2.90, 0.15], [-0.56, -3.09, 0.02], [0.01, -2.34, 0.16], [-2.60, 1.93, 5.09], [-1.56, 0.99, 5.59], [-2.31, 1.05, 4.91]],
  "e_above_lowest_ev": 3.0003,
  "multiplicity": 1,
  "e_homo_ev": -13.7878,
  "charge": 1
}

---

[4]
{
  "formula": "C4H6N2O3",
  "method": "the ωB97M-V functional and the def2-TZVPD basis",
  "elements": ["C", "N", "C", "O", "C", "N", "H", "H", "H", "H", "H", "H", "O", "C", "O"],
  "positions_angstrom": [[-0.08, 0.28, 1.96], [-0.60, 0.62, 0.70], [-1.22, -0.32, -0.08], [-2.45, -0.38, -0.29], [-0.16, -1.24, -0.83], [-0.69, -1.95, -1.97], [0.63, 0.95, 2.42], [-0.05, -0.71, 2.37], [0.67, -0.60, -1.04], [0.20, -1.85, -0.04], [-1.10, -1.34, -2.74], [-1.41, -2.67, -1.69], [2.98, 2.39, 0.63], [2.11, 3.11, 0.42], [1.19, 3.71, 0.17]],
  "e_above_lowest_ev": 2.1815,
  "multiplicity": 1,
  "e_homo_ev": -9.2835
}

---

[5]
{
  "formula": "C3H9NOS",
  "method": "the ωB97M-V functional and the def2-TZVPD basis",
  "elements": ["N", "C", "O", "H", "H", "H", "C", "C", "S", "H", "H", "H", "H", "H", "H"],
  "positions_angstrom": [[0.13, 1.00, -2.29], [-0.44, 1.93, -1.47], [-0.28, 1.99, -0.27], [0.75, 0.29, -1.88], [-0.04, 1.01, -3.29], [-1.09, 2.65, -2.03], [-0.35, -0.98, 2.09], [0.01, -1.34, 0.66], [1.74, -0.99, 0.23], [0.30, -1.51, 2.80], [-1.40, -1.26, 2.31], [-0.24, 0.11, 2.26], [-0.10, -2.43, 0.50], [-0.66, -0.83, -0.06], [1.67, 0.35, 0.44]],
  "e_above_lowest_ev": 0.0582,
  "multiplicity": 1,
  "e_homo_ev": -9.0943
}

---

[6]
{
  "formula": "C12H44B2HgO16P4",
  "method": "the ωB97M-V functional and the def2-TZVPD basis",
  "elements": ["Hg", "B", "H", "H", "H", "H", "B", "H", "H", "H", "H", "C", "O", "P", "O", "O", "C", "O", "C", "H", "H", "H", "H", "H", "H", "H", "H", "H", "C", "O", "P", "O", "O", "C", "O", "C", "H", "H", "H", "H", "H", "H", "H", "H", "H", "C", "O", "P", "O", "O", "C", "O", "C", "H", "H", "H", "H", "H", "H", "H", "H", "H", "C", "O", "P", "O", "O", "C", "O", "C", "H", "H", "H", "H", "H", "H", "H", "H", "H"],
  "positions_angstrom": [[0.15, -0.19, 1.51], [-1.11, -1.57, 3.07], [-0.46, -0.83, 3.65], [-0.63, -1.96, 2.12], [-1.33, -2.44, 3.78], [-2.05, -1.01, 2.76], [1.42, 1.38, 2.97], [1.50, 0.35, 3.46], [0.31, 1.54, 2.69], [1.72, 2.19, 3.71], [2.07, 1.39, 2.02], [-0.70, -4.52, -0.30], [-1.55, -3.72, -1.12], [-1.06, -2.24, -1.52], [-0.52, -1.37, -0.42], [0.05, -2.47, -2.67], [0.76, -1.37, -3.23], [-2.34, -1.69, -2.31], [-2.45, -0.29, -2.47], [-0.72, -4.24, 0.75], [0.36, -4.42, -0.54], [-0.95, -5.55, -0.55], [0.19, -0.44, -3.25], [0.95, -1.57, -4.28], [1.64, -1.01, -2.69], [-3.50, -0.04, -2.52], [-2.15, -0.08, -3.50], [-1.75, 0.27, -1.86], [0.08, 3.12, -3.60], [0.02, 2.17, -2.54], [0.66, 2.52, -1.15], [0.65, 1.45, -0.16], [2.15, 2.99, -1.59], [3.22, 3.00, -0.65], [0.07, 3.98, -0.68], [-0.03, 4.27, 0.69], [-0.27, 2.66, -4.52], [1.08, 3.54, -3.72], [-0.63, 3.93, -3.42], [3.07, 2.20, 0.07], [3.24, 3.98, -0.16], [4.17, 2.89, -1.18], [-1.08, 4.46, 0.90], [0.57, 5.08, 1.10], [0.26, 3.45, 1.36], [3.48, -2.99, -2.35], [3.48, -1.93, -1.37], [2.97, -2.13, 0.14], [2.05, -1.17, 0.77], [2.57, -3.67, 0.09], [2.59, -4.43, 1.27], [4.34, -2.19, 0.96], [4.67, -1.11, 1.88], [2.51, -3.47, -2.48], [4.09, -3.75, -1.86], [3.94, -2.55, -3.22], [2.56, -3.85, 2.19], [3.30, -5.26, 1.31], [1.63, -4.97, 1.36], [3.95, -0.30, 1.86], [5.62, -0.68, 1.58], [4.64, -1.59, 2.86], [-3.01, 2.81, 2.86], [-3.95, 2.42, 1.83], [-3.40, 1.29, 0.83], [-2.06, 0.78, 1.15], [-4.54, 0.22, 0.88], [-4.27, -1.16, 0.69], [-3.51, 2.02, -0.61], [-4.25, 3.17, -0.93], [-2.05, 3.14, 2.47], [-3.06, 2.11, 3.69], [-3.36, 3.74, 3.33], [-4.22, -1.72, 1.63], [-3.28, -1.40, 0.30], [-4.98, -1.65, 0.03], [-3.71, 4.11, -0.93], [-5.13, 3.27, -0.28], [-4.70, 3.07, -1.92]],
  "e_above_lowest_ev": 0.0000,
  "multiplicity": 1,
  "e_homo_ev": -8.1904
}

---

no.,energy (eV),LUMO (eV),frontier orbital gap (eV)
1,-93446.558,0.5352,8.92
2,-802522.684,0.3004,10.14
3,-10994.865,-3.0052,10.78
4,-13366.797,-0.2985,8.99
5,-17630.147,0.8493,9.94
6,-88604.099,0.3546,8.54